Density functional theory data (the ωB97M-V functional and the def2-TZVPD basis) for C61H57AlN10O18PS2 as an isolated structure in a non-equilibrium geometry.

```
150
Properties=species:S:1:pos:R:3
N -0.8119 -1.3499 2.2198
Al -2.3962 -1.9045 1.3518
S -2.5553 -4.1719 1.6470
C -3.9670 -0.8458 2.0170
C -5.2235 -1.1239 1.2510
C -5.7976 -2.3991 1.2556
C -6.9524 -2.6983 0.5434
C -7.5837 -1.7031 -0.1953
C -7.0338 -0.4289 -0.2041
C -5.8698 -0.1388 0.5002
P -2.0942 -1.6050 -1.0074
S -2.8010 -3.0985 -2.1263
H -1.0051 -1.4826 3.2106
H -0.1598 -2.1051 2.0196
H -3.2694 -4.2644 2.7752
H -3.7128 0.2058 1.8656
H -4.1175 -0.9583 3.0887
H -5.3263 -3.1856 1.8206
H -7.3358 -3.7053 0.5661
H -8.4873 -1.9318 -0.7368
H -7.5262 0.3473 -0.7732
H -5.4464 0.8526 0.4675
H -0.7109 -1.4877 -1.2188
H -2.6555 -0.3868 -1.4523
C 2.8037 0.8960 -5.1925
C 2.8260 -0.3900 -5.7158
C 2.5448 -1.4765 -4.9057
C 2.2296 -1.2500 -3.5797
C 2.2179 0.0200 -3.0331
C 2.5121 1.1003 -3.8511
N 1.8428 -2.3913 -2.7376
O 1.8538 -3.4933 -3.2431
O 1.4741 -2.1438 -1.6085
H 2.9962 1.7390 -5.8399
H 3.0405 -0.5452 -6.7646
H 2.5397 -2.4787 -5.3074
H 1.9631 0.1671 -1.9938
H 2.4854 2.1028 -3.4467
C -5.9061 -5.1658 -2.3154
C -7.2789 -5.3179 -2.1652
C -7.8991 -6.4908 -2.5645
C -7.1244 -7.4996 -3.1093
C -5.7558 -7.3670 -3.2695
C -5.1474 -6.1885 -2.8683
N -7.7738 -8.7510 -3.5213
O -8.9802 -8.8366 -3.3914
O -7.0725 -9.6351 -3.9735
H -5.4187 -4.2512 -1.9959
H -7.8658 -4.5185 -1.7335
H -8.9654 -6.6168 -2.4523
H -5.1729 -8.1682 -3.6980
H -4.0790 -6.0630 -2.9798
C -2.7095 -1.7447 -7.0231
C -1.9169 -1.2850 -5.9795
C -1.0644 -0.2117 -6.1819
C -1.0267 0.3847 -7.4316
C -1.8107 -0.0571 -8.4814
C -2.6559 -1.1319 -8.2695
N -0.1204 1.5163 -7.6411
O 0.5585 1.8556 -6.6925
O -0.0842 2.0457 -8.7373
H -3.3698 -2.5865 -6.8644
H -1.9581 -1.7651 -5.0102
H -0.4362 0.1473 -5.3795
H -1.7592 0.4219 -9.4485
H -3.2685 -1.4987 -9.0810
C 3.4453 -3.1679 3.4943
C 4.0443 -3.1898 4.7479
C 3.3395 -3.6539 5.8448
C 2.0389 -4.0919 5.6639
C 1.4233 -4.0753 4.4257
C 2.1389 -3.6071 3.3353
N 1.2966 -4.5982 6.8280
O 1.8674 -4.5901 7.9064
O 0.1670 -4.9957 6.6563
H 3.9983 -2.8059 2.6378
H 5.0620 -2.8448 4.8708
H 3.7955 -3.6729 6.8229
H 0.4048 -4.4157 4.3013
H 1.6740 -3.5842 2.3597
C 3.2063 -1.8228 9.2117
C 4.5774 -1.5957 9.2012
C 5.0707 -0.3248 8.9601
C 4.1723 0.7040 8.7407
C 2.8030 0.5005 8.7418
C 2.3225 -0.7775 8.9763
N 4.6869 2.0575 8.5005
O 5.8948 2.2140 8.4581
O 3.8786 2.9492 8.3607
H 2.8252 -2.8181 9.3959
H 5.2635 -2.4123 9.3802
H 6.1344 -0.1401 8.9464
H 2.1200 1.3172 8.5562
H 1.2565 -0.9573 8.9753
C 0.8110 -0.6858 -14.1488
C 1.6028 -0.4539 -13.0320
C 1.2654 -1.0168 -11.8118
C 0.1349 -1.8082 -11.7352
C -0.6696 -2.0477 -12.8333
C -0.3245 -1.4788 -14.0485
N -0.2210 -2.4178 -10.4435
O 0.4883 -2.1694 -9.4910
O -1.2122 -3.1181 -10.4049
H 1.0798 -0.2471 -15.1006
H 2.4851 0.1658 -13.1106
H 1.8726 -0.8406 -10.9369
H -1.5494 -2.6670 -12.7446
H -0.9419 -1.6562 -14.9181
C 8.3035 3.8416 9.7043
C 8.9894 4.0567 10.8935
C 10.0821 4.9081 10.9247
C 10.4688 5.5349 9.7546
C 9.8034 5.3319 8.5594
C 8.7132 4.4768 8.5399
N 11.6183 6.4528 9.7847
O 12.1981 6.5976 10.8422
O 11.9215 7.0127 8.7508
H 7.4483 3.1823 9.6796
H 8.6706 3.5613 11.8003
H 10.6211 5.0806 11.8440
H 10.1274 5.8316 7.6590
H 8.1776 4.3058 7.6164
C -1.6429 4.4489 -6.4269
C -2.5041 5.1187 -5.5661
C -3.6230 5.7668 -6.0622
C -3.8610 5.7293 -7.4232
C -3.0160 5.0713 -8.2972
C -1.8968 4.4247 -7.7947
N -5.0548 6.4043 -7.9574
O -5.7687 6.9952 -7.1729
O -5.2558 6.3342 -9.1534
H -0.7731 3.9441 -6.0315
H -2.3040 5.1341 -4.5036
H -4.2963 6.2897 -5.4000
H -3.2252 5.0602 -9.3563
H -1.2319 3.9039 -8.4696
C 0.6167 7.2030 9.2379
C -0.7136 6.9099 9.5113
C -1.2158 5.6461 9.2468
C -0.3686 4.6949 8.7097
C 0.9535 4.9692 8.4204
C 1.4482 6.2346 8.6917
N -0.8850 3.3388 8.4555
O -2.0532 3.1273 8.7025
O -0.1042 2.5100 8.0326
H 1.0061 8.1897 9.4519
H -1.3603 7.6654 9.9353
H -2.2467 5.4066 9.4592
H 1.5967 4.2131 7.9945
H 2.4829 6.4620 8.4762
```

HOMO level = -0.18283 Ha
Kohn-Sham gap = 5.38 eV
largest force on an atom = 0.0231 hartree/bohr
net charge = -1